Entry 1:
DFT (ωB97M-V/def2-TZVPD) results for a 12-piece molecular cluster, C24H58BrN24O12PS2 overall at a distorted geometry.

The geometry in XYZ format:
```
122
Properties=species:S:1:pos:R:3:forces:R:3
C 2.385760 1.592048 3.978279 0.451 0.324 -0.001
C 3.398099 0.524078 3.599872 -1.136 0.922 0.564
C 2.983924 -0.434636 2.708285 -0.457 -0.141 -0.248
C 3.852641 -1.400065 2.290998 0.120 -1.440 -1.345
C 5.147128 -1.440167 2.750881 0.106 0.034 0.109
C 5.538534 -0.474418 3.640915 1.562 -0.247 0.493
C 4.695259 0.513338 4.082344 -0.369 0.604 0.349
C 5.158104 1.578954 5.060899 0.733 -1.369 -0.310
C 6.099426 2.638811 4.453495 -1.226 1.698 0.751
Br 7.977799 2.336608 4.951985 -0.324 -0.158 -0.322
C 5.711856 4.043822 5.001773 -0.231 1.143 0.494
C 5.811978 5.061345 3.832249 -1.230 -0.195 -0.873
N 4.402125 5.499685 3.428383 0.973 0.859 0.136
C 4.201560 5.730526 2.246529 -0.693 -1.562 0.485
S 3.795119 5.586594 0.749362 -0.002 0.740 -0.180
P 6.767007 6.630218 4.091303 2.027 -0.032 -0.388
S 8.668269 6.455896 3.674447 -0.215 -0.245 0.083
N 6.293864 4.333468 2.667981 0.940 -0.700 1.130
C 6.024759 2.927416 2.943074 0.186 -0.481 -1.622
O 5.819908 2.188957 2.018963 0.170 0.151 1.097
H 1.356323 1.249347 3.869940 0.124 -0.046 -0.141
H 2.502800 1.963183 4.999135 -0.106 -0.125 -0.054
H 2.543142 2.456704 3.317757 -0.204 -0.047 0.107
H 1.970026 -0.442464 2.323556 0.005 0.095 0.056
H 3.519088 -2.146985 1.565786 0.165 0.459 0.465
H 5.848304 -2.205247 2.443333 -0.062 0.014 -0.089
H 6.570861 -0.495638 3.989423 -0.120 0.085 0.105
H 4.288392 2.007740 5.549476 0.243 0.376 -0.140
H 5.721342 1.065711 5.847534 -0.070 0.156 -0.014
H 4.676830 4.120600 5.350821 0.047 -0.509 -0.211
H 6.277812 4.399756 5.868634 0.347 -0.389 -0.214
H 6.224155 7.599399 3.220323 -0.597 -0.228 0.519
H 6.648267 7.038940 5.436470 -0.802 -0.041 -0.256
H 7.320888 4.350046 2.614279 -0.062 0.614 -0.230
N 0.923084 1.717582 -1.001612 -0.156 -0.080 -0.116
C 0.256336 1.990414 0.157410 0.168 -0.057 -0.096
N 0.901042 2.855462 0.998320 -0.097 0.108 0.127
O -0.826283 1.497197 0.428129 -0.013 0.031 0.027
H 1.810923 2.116951 -1.238387 0.023 -0.020 0.067
H 0.488089 1.078890 -1.644478 -0.036 -0.041 -0.095
H 0.447739 3.075577 1.864903 -0.009 -0.008 -0.016
H 1.791668 3.268704 0.796741 0.056 -0.021 -0.018
N -1.144280 0.750198 -5.666095 0.263 0.075 -0.003
C -1.423838 0.545917 -4.355333 -0.150 0.029 -0.237
N -2.542267 1.170101 -3.887844 -0.131 -0.047 0.264
O -0.722754 -0.152376 -3.632862 -0.001 0.513 0.034
H -1.710751 1.311686 -6.272952 -0.140 -0.121 0.016
H -0.328863 0.298208 -6.036848 -0.051 -0.073 -0.001
H -2.769143 1.033578 -2.918332 0.124 0.115 0.036
H -3.136374 1.748772 -4.452784 0.042 -0.038 -0.088
N -6.801256 -1.166104 -5.957604 0.201 -0.258 -0.152
C -5.624572 -0.587311 -5.640722 -0.130 -0.152 0.030
N -5.367638 -0.500502 -4.304997 0.208 0.152 0.152
O -4.828114 -0.162603 -6.484607 -0.179 0.273 0.002
H -7.449001 -1.512272 -5.266140 -0.223 0.230 0.007
H -7.030711 -1.247199 -6.929767 -0.040 0.050 0.012
H -4.498473 -0.078157 -4.035607 0.058 -0.131 -0.032
H -5.994510 -0.831555 -3.595157 -0.133 -0.019 -0.125
N -10.513569 -0.810602 -2.492993 0.065 0.004 -0.186
C -9.953394 -1.739112 -3.308906 -0.200 -0.025 0.140
N -10.512975 -2.977446 -3.243097 0.085 -0.194 -0.112
O -9.012736 -1.471088 -4.050939 0.190 -0.105 0.012
H -11.282665 -0.996722 -1.875292 0.029 -0.017 0.038
H -10.124728 0.111438 -2.513850 0.030 -0.002 0.254
H -10.125640 -3.688984 -3.833140 0.025 0.058 -0.035
H -11.284911 -3.198876 -2.636129 -0.127 0.050 0.123
N 11.317294 1.308800 4.091345 -0.120 0.066 0.036
C 11.619457 0.171301 4.798602 0.192 0.018 -0.076
N 12.874388 -0.318857 4.602662 -0.237 -0.178 0.410
O 10.812103 -0.355646 5.547428 -0.048 0.093 -0.028
H 11.956459 1.765326 3.470222 0.024 -0.017 0.011
H 10.398751 1.691516 4.215601 0.074 -0.024 -0.123
H 13.143246 -1.162102 5.106187 -0.077 0.424 -0.405
H 13.541268 0.108600 3.989840 -0.032 0.033 -0.015
N 0.169950 -4.510688 0.744269 0.019 0.099 0.054
C 1.516553 -4.273271 0.831518 0.012 -0.018 0.325
N 2.307084 -5.382754 0.759592 0.075 -0.007 -0.011
O 1.971062 -3.150089 0.963473 -0.454 -0.351 -0.339
H -0.229004 -5.424005 0.637268 -0.020 -0.021 0.072
H -0.440255 -3.715195 0.798629 -0.028 -0.003 0.042
H 3.298543 -5.243353 0.819486 0.001 0.006 -0.031
H 1.952027 -6.313192 0.651147 -0.027 -0.005 0.021
N -13.565856 -3.937438 0.890897 -0.062 0.133 -0.016
C -12.928672 -4.230793 -0.277409 0.000 -0.112 0.150
N -12.500843 -5.520547 -0.399258 0.043 0.012 -0.132
O -12.754591 -3.395143 -1.152223 0.097 0.039 -0.109
H -13.720607 -4.603801 1.622561 0.020 -0.025 -0.018
H -13.891826 -2.996446 1.011042 0.019 -0.001 -0.001
H -12.027705 -5.769452 -1.247589 0.002 -0.016 0.016
H -12.633681 -6.219277 0.306159 -0.008 0.023 0.021
N -11.812557 2.444021 -2.888554 0.122 -0.069 0.111
C -12.062219 2.225168 -1.563598 -0.037 0.075 -0.061
N -13.174253 2.854798 -1.076364 -0.058 -0.012 0.122
O -11.352900 1.522956 -0.859148 -0.061 0.051 -0.164
H -12.388739 3.017492 -3.473528 -0.015 -0.009 0.006
H -11.006508 2.001687 -3.289902 -0.029 0.042 -0.103
H -13.389354 2.717902 -0.106835 0.018 0.001 -0.005
H -13.772675 3.435668 -1.631055 0.022 -0.006 -0.029
N 16.407584 -3.043606 4.707987 0.031 0.118 0.068
C 15.073240 -3.245191 4.501600 0.073 -0.111 -0.061
N 14.763290 -4.214049 3.593889 -0.132 -0.022 -0.029
O 14.216907 -2.603684 5.088066 0.335 -0.384 0.101
H 17.127129 -3.558325 4.238149 -0.026 -0.023 -0.013
H 16.666873 -2.337519 5.371480 -0.010 -0.019 0.009
H 13.789670 -4.384771 3.421379 0.005 0.013 0.013
H 15.447734 -4.753734 3.100322 0.026 0.014 0.021
N -8.524254 3.435898 -8.150445 -0.115 0.084 0.012
C -7.985599 2.311033 -7.573518 0.187 0.014 -0.088
N -6.702527 2.035839 -7.948109 -0.022 -0.192 0.088
O -8.613684 1.621801 -6.790950 -0.083 0.069 -0.015
H -8.030669 4.020246 -8.796875 0.027 -0.026 0.001
H -9.465560 3.671460 -7.900872 0.005 -0.018 0.000
H -6.252163 1.220550 -7.556952 0.142 0.021 0.081
H -6.186739 2.603461 -8.592134 -0.035 0.021 -0.013
N 0.206133 -2.440200 -2.471286 0.057 0.203 -0.238
C 0.233517 -3.634729 -3.116755 0.064 0.129 0.118
N 0.472524 -4.727042 -2.313276 0.004 -0.252 -0.122
O 0.061716 -3.745708 -4.320706 0.025 -0.108 0.004
H 0.348892 -2.347025 -1.482993 0.109 -0.084 0.034
H 0.036153 -1.600833 -3.027063 -0.066 -0.472 0.289
H 0.499438 -5.624041 -2.759137 0.019 0.048 -0.098
H 0.620740 -4.668282 -1.322789 -0.091 0.140 -0.228
```
Forces are in eV/Å.

As for the SMILES: Cc1ccccc1C[C@]1(Br)C[C@@](N=C=S)([PH2]=S)NC1=O.NC(N)=O.NC(N)=O.NC(N)=O.NC(N)=O.NC(N)=O.NC(N)=O.NC(N)=O.NC(N)=O.NC(N)=O.NC(N)=O.NC(N)=O. As for the orbital gap: 8.36 eV. Its strongest force on any atom is 2.22 eV Å⁻¹. The energy above the lowest of the compared OMol25 structures with the same formula, charge and spin is 0.0 kJ/mol. The total energy is -187174.1610 eV. Its HOMO energy is -8.4 eV. As for the charge: 0. The multiplicity is 1.

These are the Löwdin partial charges, in e, on atoms 1 to 99: atom 1 (C): -0.036, atom 2 (C): -0.224, atom 3 (C): -0.041, atom 4 (C): -0.082, atom 5 (C): -0.071, atom 6 (C): -0.056, atom 7 (C): -0.209, atom 8 (C): -0.130, atom 9 (C): -0.636, atom 10 (Br): 0.874, atom 11 (C): -0.160, atom 12 (C): -0.624, atom 13 (N): 0.050, atom 14 (C): -0.804, atom 15 (S): 0.771, atom 16 (P): 0.436, atom 17 (S): 0.117, atom 18 (N): 0.048, atom 19 (C): -0.421, atom 20 (O): 0.161, atom 21 (H): 0.081, atom 22 (H): 0.063, atom 23 (H): 0.070, atom 24 (H): 0.117, atom 25 (H): 0.073, atom 26 (H): 0.104, atom 27 (H): 0.117, atom 28 (H): 0.092, atom 29 (H): 0.109, atom 30 (H): 0.118, atom 31 (H): 0.100, atom 32 (H): -0.011, atom 33 (H): -0.011, atom 34 (H): 0.080, atom 35 (N): 0.164, atom 36 (C): -0.687, atom 37 (N): 0.153, atom 38 (O): 0.011, atom 39 (H): 0.093, atom 40 (H): 0.081, atom 41 (H): 0.097, atom 42 (H): 0.051, atom 43 (N): 0.177, atom 44 (C): -0.638, atom 45 (N): 0.157, atom 46 (O): 0.000, atom 47 (H): 0.100, atom 48 (H): 0.112, atom 49 (H): 0.112, atom 50 (H): 0.101, atom 51 (N): 0.177, atom 52 (C): -0.679, atom 53 (N): 0.165, atom 54 (O): -0.031, atom 55 (H): 0.051, atom 56 (H): 0.107, atom 57 (H): 0.057, atom 58 (H): 0.097, atom 59 (N): 0.173, atom 60 (C): -0.659, atom 61 (N): 0.162, atom 62 (O): -0.004, atom 63 (H): 0.091, atom 64 (H): 0.075, atom 65 (H): 0.100, atom 66 (H): 0.049, atom 67 (N): 0.138, atom 68 (C): -0.685, atom 69 (N): 0.146, atom 70 (O): 0.011, atom 71 (H): 0.087, atom 72 (H): -0.011, atom 73 (H): 0.055, atom 74 (H): 0.088, atom 75 (N): 0.140, atom 76 (C): -0.673, atom 77 (N): 0.166, atom 78 (O): 0.027, atom 79 (H): 0.102, atom 80 (H): 0.115, atom 81 (H): 0.110, atom 82 (H): 0.097, atom 83 (N): 0.156, atom 84 (C): -0.665, atom 85 (N): 0.157, atom 86 (O): 0.013, atom 87 (H): 0.095, atom 88 (H): 0.107, atom 89 (H): 0.104, atom 90 (H): 0.095, atom 91 (N): 0.160, atom 92 (C): -0.675, atom 93 (N): 0.145, atom 94 (O): 0.015, atom 95 (H): 0.094, atom 96 (H): 0.096, atom 97 (H): 0.101, atom 98 (H): 0.090, atom 99 (N): 0.154

Entry 2:
DFT (ωB97M-V/def2-TZVPD) results for one molecule with the formula C4H4N2O2 at a distorted geometry.

The geometry in XYZ format:
```
12
Properties=species:S:1:pos:R:3:forces:R:3
O -2.694447 -0.999331 -0.284849 1.198 2.305 1.231
C -1.708356 -0.330378 0.054132 0.847 -1.405 -1.348
C -0.411298 -1.167807 0.184621 1.069 2.930 0.011
C 0.773401 -0.470271 -0.020288 -3.732 1.318 1.154
O 2.041713 -0.730007 -0.268590 2.566 -6.654 3.511
N 0.745473 0.935148 0.028185 4.096 -0.256 -1.551
C -0.387588 1.652233 -0.028541 -2.558 -1.689 -0.368
N -1.603397 1.140690 0.043924 0.985 -1.695 -0.029
H -0.516901 -2.206424 0.413601 0.091 -0.446 -0.435
H 2.290100 -1.682544 0.415536 -0.855 4.217 -3.426
H 1.857696 1.183476 -0.233761 -4.357 0.335 0.915
H -0.386398 2.675210 -0.303967 0.651 1.041 0.335
```
Forces are in eV/Å.

As for the SMILES: O=c1cc(O)[nH]cn1. As for the orbital gap: 8.60 eV. Its strongest force on any atom is 7.95 eV Å⁻¹. The energy above the lowest of the compared OMol25 structures with the same formula, charge and spin is 305.2 kJ/mol. The total energy is -11285.3766 eV. Its HOMO energy is -9.0 eV. As for the charge: 0. The multiplicity is 1.

Charges obtained by natural (NBO) population analysis, quoted in units of e: atom 1 (O): -0.575, atom 2 (C): 0.627, atom 3 (C): -0.434, atom 4 (C): 0.477, atom 5 (O): -0.668, atom 6 (N): -0.599, atom 7 (C): 0.286, atom 8 (N): -0.511, atom 9 (H): 0.238, atom 10 (H): 0.511, atom 11 (H): 0.447, atom 12 (H): 0.202

Which of these has the highest orbital gap? C4H4N2O2

Copy entry 2 word for word.
DFT (ωB97M-V/def2-TZVPD) results for one molecule with the formula C4H4N2O2 at a distorted geometry.

The geometry in XYZ format:
```
12
Properties=species:S:1:pos:R:3:forces:R:3
O -2.694447 -0.999331 -0.284849 1.198 2.305 1.231
C -1.708356 -0.330378 0.054132 0.847 -1.405 -1.348
C -0.411298 -1.167807 0.184621 1.069 2.930 0.011
C 0.773401 -0.470271 -0.020288 -3.732 1.318 1.154
O 2.041713 -0.730007 -0.268590 2.566 -6.654 3.511
N 0.745473 0.935148 0.028185 4.096 -0.256 -1.551
C -0.387588 1.652233 -0.028541 -2.558 -1.689 -0.368
N -1.603397 1.140690 0.043924 0.985 -1.695 -0.029
H -0.516901 -2.206424 0.413601 0.091 -0.446 -0.435
H 2.290100 -1.682544 0.415536 -0.855 4.217 -3.426
H 1.857696 1.183476 -0.233761 -4.357 0.335 0.915
H -0.386398 2.675210 -0.303967 0.651 1.041 0.335
```
Forces are in eV/Å.

As for the SMILES: O=c1cc(O)[nH]cn1. As for the orbital gap: 8.60 eV. Its strongest force on any atom is 7.95 eV Å⁻¹. The energy above the lowest of the compared OMol25 structures with the same formula, charge and spin is 305.2 kJ/mol. The total energy is -11285.3766 eV. Its HOMO energy is -9.0 eV. As for the charge: 0. The multiplicity is 1.

Charges obtained by natural (NBO) population analysis, quoted in units of e: atom 1 (O): -0.575, atom 2 (C): 0.627, atom 3 (C): -0.434, atom 4 (C): 0.477, atom 5 (O): -0.668, atom 6 (N): -0.599, atom 7 (C): 0.286, atom 8 (N): -0.511, atom 9 (H): 0.238, atom 10 (H): 0.511, atom 11 (H): 0.447, atom 12 (H): 0.202

Look up the multiplicity of the second one. 1

Which value of strongest force on any atom does entry 1 give? 2.22 eV Å⁻¹